(1)
{
  "formula": "C28H39FN7PmS2Si",
  "method": "ωB97M-V/def2-TZVPD",
  "species": ["C", "Pm", "C", "N", "H", "H", "C", "C", "H", "C", "H", "H", "H", "H", "H", "H", "C", "H", "C", "C", "C", "H", "H", "H", "H", "C", "H", "H", "C", "H", "H", "S", "N", "H", "H", "H", "C", "C", "N", "H", "C", "N", "H", "C", "N", "F", "C", "C", "C", "C", "H", "C", "C", "Si", "H", "H", "C", "N", "S", "C", "H", "H", "C", "H", "H", "C", "H", "N", "H", "H", "H", "H", "C", "H", "C", "H", "C", "H", "H"],
  "positions_angstrom": [[3.050, 0.016, -1.211], [-0.259, 0.255, -0.369], [0.222, -2.851, -0.054], [-0.356, 2.593, -1.990], [3.118, -2.115, 1.795], [3.709, 0.554, -0.524], [0.707, -4.069, 0.458], [-0.524, 2.292, -3.337], [-2.147, -5.905, 0.693], [-3.014, 2.051, 0.546], [4.564, -1.495, 0.980], [1.772, -4.159, 0.648], [-2.056, -1.922, 1.720], [2.909, -2.594, -2.997], [-1.473, 4.945, 3.886], [0.854, 4.117, 3.560], [-3.184, -0.065, 1.795], [-0.088, -3.380, -4.085], [-0.488, 0.916, -3.850], [-2.278, 3.659, 2.365], [1.454, 0.042, 2.852], [4.291, -3.031, -1.987], [0.784, 4.270, -0.025], [0.295, -6.061, 1.112], [2.398, -0.425, 3.128], [0.335, -0.989, 2.830], [1.230, 0.783, 3.626], [2.153, 0.625, -1.367], [0.040, 3.738, 2.954], [-3.393, 0.209, -0.224], [-3.332, 0.726, 2.536], [-0.435, -1.049, -5.401], [-0.380, -0.186, -3.010], [-0.576, 1.301, -6.012], [2.447, 0.456, 1.109], [4.103, -3.180, 0.801], [1.657, 2.223, 1.722], [-2.123, -1.018, 2.319], [1.591, 0.763, 1.557], [-0.968, 0.529, 2.835], [-0.129, -5.145, 0.721], [0.981, -1.726, -0.355], [-4.138, -0.581, 1.695], [-1.155, -2.852, -0.250], [-0.706, 2.286, 1.225], [-1.702, -1.646, -0.742], [3.201, -2.937, -2.002], [-1.498, -5.065, 0.490], [-2.024, -3.882, -0.010], [-0.519, 0.626, -5.174], [-3.305, 3.972, 2.505], [-0.342, -1.300, -3.721], [-1.963, 2.701, 1.416], [2.688, -1.767, -0.654], [-3.082, -3.765, -0.215], [-1.183, -3.016, -2.761], [3.704, -2.164, 0.872], [-2.805, 0.590, 0.510], [-0.551, 4.797, -3.246], [-1.257, 4.195, 3.136], [2.787, -3.938, -1.851], [2.050, 2.656, 0.797], [0.277, 2.777, 1.988], [-0.837, 3.397, -5.211], [0.590, -1.840, 2.203], [-0.681, 3.370, -4.145], [0.560, -2.831, -2.535], [-0.841, -0.310, 2.277], [-2.924, 2.434, -0.474], [0.141, 5.710, -0.798], [3.562, 0.003, -2.177], [2.333, 2.521, 2.527], [-0.073, 4.670, -0.558], [-0.939, 4.658, 0.104], [-0.329, 3.902, -1.817], [-4.007, 2.321, 0.912], [-0.256, -2.711, -3.242], [-2.400, -1.328, 3.332], [0.165, -1.355, 3.847]],
  "lowdin_charge": [-0.164, 1.780, -0.377, 0.009, 0.017, 0.038, -0.018, -0.331, 0.116, -0.139, 0.044, 0.105, 0.096, 0.035, 0.130, 0.132, -0.150, 0.091, -0.333, 0.009, -0.153, 0.050, 0.068, 0.118, 0.124, -0.176, 0.128, -0.027, 0.016, 0.119, 0.126, 1.171, -0.015, 0.089, 0.060, 0.043, -0.138, -0.174, -0.115, 0.112, -0.051, -0.248, 0.137, -0.269, 0.023, -0.103, -0.160, -0.059, -0.020, -0.323, 0.132, -0.599, -0.292, 0.381, 0.134, 0.088, -0.158, -0.129, 1.167, 0.000, 0.043, 0.127, -0.296, 0.090, 0.096, -0.323, 0.050, -0.113, 0.126, 0.088, 0.052, 0.137, -0.059, 0.077, -0.618, 0.135, -0.056, 0.139, 0.138],
  "multiplicity": 5,
  "largest_force_ev_per_a": 0.7,
  "total_charge": 2,
  "s2": 6.005,
  "homo_lumo_gap_ev": [7.54, 7.57]
}

(2)
{
  "formula": "C39H87N4O",
  "method": "ωB97M-V/def2-TZVPD",
  "species": ["H", "C", "H", "H", "H", "H", "H", "H", "C", "H", "H", "H", "H", "H", "H", "C", "C", "H", "C", "H", "H", "C", "H", "H", "N", "H", "H", "C", "H", "H", "C", "C", "H", "H", "C", "H", "H", "C", "H", "H", "H", "H", "N", "C", "H", "C", "C", "C", "H", "H", "H", "H", "C", "H", "H", "H", "C", "H", "H", "H", "C", "H", "H", "H", "H", "H", "C", "C", "H", "C", "O", "H", "C", "C", "C", "H", "H", "H", "H", "C", "H", "N", "H", "C", "C", "C", "C", "H", "H", "H", "H", "H", "H", "H", "H", "H", "C", "N", "H", "H", "H", "C", "H", "C", "H", "H", "H", "H", "C", "H", "H", "H", "H", "H", "H", "H", "C", "H", "H", "H", "H", "C", "H", "H", "C", "H", "C", "H", "C", "H", "C"],
  "positions_angstrom": [[-4.286, -1.949, 1.591], [-2.454, -5.273, -0.669], [-4.764, -5.186, 0.869], [-4.494, -3.129, 2.910], [1.512, -3.488, 2.527], [-3.399, -0.047, -3.263], [1.281, -1.037, -0.419], [1.753, 1.674, -3.414], [-3.847, -2.355, 2.497], [-4.305, 3.665, -2.945], [-4.067, 0.265, -5.530], [-5.012, 4.207, -5.866], [-1.048, 4.349, -0.797], [0.230, -1.356, 4.709], [3.162, 2.580, -2.848], [-4.537, -4.334, 0.234], [-3.013, -4.108, 0.150], [0.351, 4.576, -5.878], [2.256, -2.929, -0.445], [4.301, 3.452, 5.531], [6.145, 2.635, 2.272], [2.074, 2.590, -2.916], [1.134, -1.934, 1.073], [-8.142, 2.261, -6.257], [0.193, 3.808, -3.975], [-4.908, 5.135, -3.692], [6.351, 2.272, 5.523], [-1.758, -0.495, -0.553], [0.589, -2.072, 6.286], [3.007, -2.537, 2.553], [2.284, -4.323, 0.199], [-1.832, -3.187, 3.669], [0.500, 4.899, -1.425], [-1.956, -0.862, 1.862], [-6.222, 1.790, -5.409], [-2.750, -0.189, -0.212], [-5.022, 0.623, -3.151], [5.564, 1.808, 4.924], [-1.262, 4.595, -5.217], [-6.775, 2.737, -7.272], [-3.610, -2.133, -0.579], [-0.265, -2.549, -1.580], [-4.827, 2.182, -5.483], [-0.247, -2.567, -0.487], [-1.704, 3.647, -3.165], [-2.430, -2.890, 2.290], [-1.539, -1.912, 0.024], [3.141, -4.379, 1.455], [0.953, 6.494, -4.249], [-2.930, -5.237, -1.647], [8.450, 3.444, 2.702], [-0.193, 6.871, -5.529], [-0.668, 3.673, -2.814], [-0.771, -3.406, 3.599], [-5.982, 3.758, -3.488], [2.660, -1.197, 5.871], [1.090, -2.028, -0.010], [5.103, -0.612, 3.971], [3.176, -2.418, -0.148], [3.382, 0.795, 2.923], [-4.000, 0.841, -3.465], [0.067, 0.611, -0.875], [8.609, 2.325, 4.062], [2.928, -3.589, 6.081], [7.452, 3.662, 4.133], [4.233, -2.843, 5.156], [-4.957, 4.045, -3.729], [-3.913, 1.185, -4.956], [5.134, 1.035, 5.566], [2.596, -3.541, 2.630], [-1.378, -4.867, 1.662], [2.713, -5.026, -0.518], [6.853, 2.010, 2.841], [0.838, -2.091, 5.226], [1.617, 3.815, -3.695], [3.255, -5.412, 1.786], [-0.376, 0.515, 0.839], [3.553, 2.435, 4.310], [-5.054, -3.460, 0.615], [-7.133, 2.676, -6.244], [1.285, -4.690, 0.438], [6.194, 1.141, 3.797], [-2.350, -4.024, 4.131], [-0.045, 6.273, -4.628], [4.220, 0.449, 2.319], [-4.539, 3.559, -5.124], [-1.568, -1.837, 1.564], [-1.826, -0.573, -1.640], [3.860, -4.717, 3.881], [-3.793, -1.558, 3.234], [-3.609, 1.642, -2.837], [-2.465, -2.989, -1.569], [1.943, 4.719, -3.157], [-1.258, 1.563, -0.280], [2.545, -1.264, 4.146], [-1.942, -2.302, 4.294], [3.178, -3.116, 5.130], [-2.426, -4.150, 1.513], [4.458, 1.219, 1.585], [-2.675, -6.220, -0.186], [3.877, -0.430, 1.767], [4.499, 2.872, 4.627], [-0.491, 2.685, -2.379], [-0.541, 4.714, -1.694], [-0.296, -3.615, -0.189], [4.826, 3.572, 3.857], [-4.910, -4.504, -0.774], [-2.894, 1.509, -5.188], [-0.763, 0.597, -0.172], [0.583, -3.093, 4.881], [2.264, -2.990, -1.533], [-3.464, 3.715, -5.253], [1.684, 2.582, -1.896], [-6.604, 1.762, -4.375], [-1.000, 5.665, -1.958], [-7.204, 3.688, -5.844], [7.899, 2.912, 3.479], [6.122, -0.508, 2.563], [7.349, 1.368, 2.109], [4.140, -4.014, 1.204], [2.168, -4.841, 4.299], [5.431, 0.072, 3.182], [2.136, 3.827, -4.657], [-1.382, -5.198, -0.820], [2.943, -4.138, 3.999], [-0.774, 6.612, -3.893], [2.345, -1.841, 5.046], [-0.565, -1.895, 1.981], [-0.215, 4.787, -4.965], [-6.291, 0.767, -5.788], [-2.719, -2.758, -0.533]],
  "lowdin_charge": [0.071, -0.034, 0.093, 0.095, 0.097, 0.056, 0.096, 0.080, -0.025, 0.046, 0.111, 0.103, 0.067, 0.066, 0.073, -0.028, -0.462, 0.111, -0.185, 0.071, 0.102, -0.090, 0.087, 0.072, -0.196, 0.072, 0.101, -0.194, 0.077, 0.088, -0.201, -0.035, 0.068, 0.124, -0.277, 0.111, 0.069, -0.245, 0.095, 0.080, 0.112, 0.134, -0.199, -0.131, 0.099, -0.459, -0.395, -0.203, 0.066, 0.089, 0.072, 0.070, -0.244, 0.043, 0.066, 0.100, -0.191, 0.100, 0.101, 0.052, -0.080, 0.055, 0.080, 0.109, 0.064, 0.099, -0.079, -0.244, 0.112, -0.200, -0.015, 0.108, -0.277, -0.097, -0.273, 0.107, 0.077, 0.053, 0.056, -0.092, 0.099, -0.199, 0.098, -0.081, -0.080, -0.244, -0.053, 0.103, 0.103, 0.088, 0.049, 0.123, 0.103, 0.064, 0.072, 0.086, -0.209, -0.115, 0.068, 0.090, 0.054, -0.080, 0.083, -0.071, 0.083, 0.065, 0.087, 0.112, -0.082, 0.048, 0.108, 0.093, 0.058, 0.102, 0.056, 0.064, -0.092, 0.112, 0.117, 0.111, 0.108, -0.244, 0.118, 0.072, -0.195, 0.055, -0.265, 0.102, -0.246, 0.117, -0.070],
  "multiplicity": 2,
  "largest_force_ev_per_a": 0.7,
  "s2": 0.754,
  "homo_lumo_gap_ev": [8.58, 8.68]
}

What is the formula in the second record? C39H87N4O